100
Properties=species:S:1:pos:R:3:forces:R:3 method="wB97M-V/def2-TZVPD" de_lowest_kcal_mol=293.8 homo_ev=-9.859 homo_lumo_gap_ev=10.62 energy_ev=-32231.9884 e_lumo_ev=0.76 smiles=CCCCCC.CCCCCC.CCCCCC.CCCCCC.CCCCCC
C -2.8000 -1.7752 -5.8569 -2.19 -0.37 -1.08
C 3.4080 -0.6162 -0.0169 0.07 2.75 4.76
C 0.0220 1.8648 -2.1179 1.47 -0.15 -0.18
C -1.7540 0.1508 1.2261 0.54 2.13 2.57
C -3.3950 3.8338 1.5291 4.21 2.91 -3.73
C -2.8310 0.4998 0.2431 0.65 -3.22 -1.95
C -1.8030 4.0178 1.8151 -4.47 0.84 1.97
C -0.0930 2.9398 3.3761 1.80 -0.51 -2.85
C -0.9370 -1.6192 3.0051 0.64 0.93 -3.89
C -2.8120 -1.4012 -7.3909 1.51 1.35 2.48
C 8.1910 -0.5642 0.3441 -0.91 -2.63 -0.14
C -0.5170 -3.2852 4.8291 4.69 2.03 -7.43
C -2.1090 -1.0662 2.0961 1.60 1.76 1.02
C -4.0760 -2.7032 -5.5839 -1.53 6.28 2.07
C 4.8740 -0.1972 0.1311 -0.54 1.52 0.97
C 0.2660 2.3808 4.7441 -1.18 -2.65 -2.32
C 9.5380 -0.5462 1.0621 -1.20 -5.71 -4.28
C -0.8120 2.8958 -1.4129 2.20 2.52 -1.80
C -4.4710 -2.1932 -3.0039 1.17 2.33 -1.02
C -4.6800 -2.7402 -1.6249 -2.39 -0.97 2.42
C 5.6690 -1.4252 0.5691 1.59 2.73 2.48
C -4.1850 -3.1752 -4.1159 0.94 -2.55 -0.26
C 7.0630 -0.9512 1.3621 -0.84 -4.33 -3.99
C 0.4420 -0.6872 -2.3059 2.93 0.39 15.21
C -0.3020 -1.8902 -1.9189 -2.35 1.61 6.91
C -1.4080 -2.2582 4.2121 -1.23 -2.97 -2.19
C -0.2210 4.2958 -1.7199 -8.15 -4.07 -8.02
C 1.7360 2.0638 4.8711 -0.38 -1.52 1.03
C -1.5170 3.3798 3.1571 0.30 -4.40 0.62
C -0.2190 0.5238 -1.5419 -1.21 -1.73 -0.78
H -1.8480 2.9358 -1.5589 -1.60 -0.45 -1.21
H 7.2100 -1.9482 1.8311 1.09 0.63 -0.06
H -0.8260 5.0568 -1.4979 -2.80 2.92 1.31
H 3.0020 -0.7892 1.0901 1.17 -0.86 -1.97
H -0.1360 -2.1762 -0.7329 0.20 0.41 -3.02
H -1.4160 -1.8802 -1.8979 0.75 0.37 -0.90
H 1.7110 -0.8252 -2.0419 -3.86 0.52 -0.72
H -3.7580 0.6988 0.7351 -0.67 0.08 0.23
H -0.2970 -0.8112 3.2961 0.46 0.96 -0.10
H -5.2380 -1.4202 -3.2809 -0.35 -1.38 0.16
H -3.2810 -3.8422 -3.8829 -0.10 1.59 -0.13
H -4.8100 -4.0702 -4.0099 -1.17 0.53 -0.39
H 5.9680 -1.8962 -0.3219 0.61 -1.29 -0.86
H -2.4810 1.3128 -0.3229 -0.21 1.30 -0.61
H -4.9560 -1.8462 -5.8479 1.64 -2.41 0.99
H 0.5670 4.4598 -1.3299 10.54 1.69 5.14
H 5.3000 0.5538 -0.6319 -0.42 -2.09 0.09
H 2.2060 1.5158 4.0131 -0.97 -0.61 1.02
H -3.6000 3.6738 0.4691 0.54 0.30 -0.58
H 0.1160 0.5478 -0.5389 0.73 -0.03 0.89
H -3.6740 -1.4372 -3.0299 0.65 -0.36 0.40
H 1.1370 2.0348 -2.0259 -0.94 0.40 0.50
H -4.0180 4.6388 1.7121 -1.06 1.50 1.35
H -0.7930 2.8048 -0.3849 0.71 -0.74 2.19
H -1.6750 5.1238 1.8291 0.69 -0.89 0.03
H -0.3290 1.3628 4.8731 0.85 2.13 0.09
H 5.1130 -2.1262 1.2761 0.41 1.11 -1.17
H -0.6930 0.0488 0.8851 -1.31 0.12 -0.05
H -2.9300 -0.3722 -0.5279 -0.45 1.34 1.25
H -0.5340 -4.1212 4.1031 0.66 -0.01 0.82
H -1.3620 0.3308 -1.3719 2.35 0.13 -1.17
H -3.8710 -3.2622 -0.9479 -1.05 1.64 -1.63
H 0.1410 2.1838 2.4741 -0.53 1.11 1.96
H 8.3240 -1.4752 -0.3429 -0.66 1.47 0.38
H 10.3000 -0.3802 0.3561 1.19 0.21 -0.96
H -0.1450 3.1618 5.3221 -0.01 0.43 1.87
H 0.1160 -2.4702 -2.5589 1.77 -5.67 -3.47
H 0.3780 -0.5072 -3.1589 -0.86 2.52 -13.73
H -2.4390 -2.5422 3.9241 0.35 -1.07 0.75
H -2.5470 -1.7172 1.3941 -0.29 -1.74 -0.52
H -5.4390 -3.5522 -1.7159 0.50 0.06 -0.14
H -3.0020 -2.1912 -8.0559 0.01 -1.05 -0.83
H 9.5780 0.1558 1.7011 0.45 4.75 5.27
H -1.8800 2.2108 3.5221 -0.68 2.84 -2.01
H -2.8930 -0.7592 2.7611 -0.69 0.13 0.45
H -5.3800 -2.0132 -1.0279 1.99 -0.95 -0.61
H 9.6880 -1.6132 1.4431 -0.08 1.69 0.02
H -3.4750 -0.6042 -7.5419 -2.08 0.67 -0.16
H -1.9820 -2.4622 -5.6309 0.61 0.93 0.38
H -4.2860 -3.4242 -6.2779 0.16 -2.12 -1.73
H -1.9510 -0.7752 -7.6379 0.83 -0.93 -0.18
H 3.2930 -1.4342 -0.6239 -0.91 -1.68 -1.56
H 7.8350 0.3068 -0.2489 0.76 -0.34 0.42
H 4.9030 0.5488 0.9421 -0.21 -0.44 0.38
H 2.3490 2.8778 4.8271 1.25 3.04 -0.01
H -1.8150 1.1698 1.8271 0.86 -2.20 -0.36
H -2.9550 -0.7702 -5.2709 0.95 -2.25 -0.68
H -0.2710 -2.2302 2.3391 -0.57 -0.01 0.67
H -3.6480 2.9548 1.8401 -1.99 -4.93 2.91
H -1.5520 -1.5782 4.9051 -0.87 3.82 3.42
H -1.2690 3.5128 1.1121 1.48 -0.79 -2.14
H 7.0850 -0.2752 2.1231 -1.05 2.20 2.06
H -0.0870 4.4768 -2.8659 -0.07 -0.72 1.72
H 1.9220 1.7158 5.9221 0.14 -0.62 -1.23
H 0.6160 3.7218 3.1021 0.22 0.50 0.34
H 2.7790 0.2568 -0.0609 -0.49 0.33 -1.74
H -0.0140 1.8838 -3.2029 -0.90 0.08 -0.35
H 0.5850 -2.8112 4.9591 -2.45 -1.31 -0.32
H -0.9010 -3.4862 5.6611 -2.65 -2.34 7.13
H -2.0320 3.9098 3.8781 -0.31 1.54 2.08